The following is a DFT calculation (ωB97M-V with the def2-TZVPD basis set) of an isolated ion of composition C6H9N3 and charge +2 at a distorted geometry.

- Frontier orbital gap: 9.2 eV
- Charge: +2
- Structure (SMILES): C#[N+]N(C)/C=C\[NH+]=C=C

Geometry (Å):
C -0.63557 -1.36892 0.21153
C 0.65648 -1.27858 0.06881
C 0.82558 1.91042 1.18194
C -2.36328 0.12876 -0.19469
C -3.32904 0.59524 -0.87304
C 2.72251 -0.10537 -0.54089
N 1.06006 0.89171 0.64034
N -1.47327 -0.25820 0.59725
N 1.40259 -0.11568 0.06664
H -1.00725 -2.31286 -0.07430
H 1.27720 -2.17460 0.00877
H 0.66421 2.35529 2.12661
H -3.29145 1.48068 -1.47842
H -4.30478 0.21006 -0.86553
H 3.47006 0.21366 0.19738
H 2.96008 -1.14154 -0.99012
H 2.61933 0.66491 -1.43637
H -1.25347 0.30501 1.35408

Cartesian forces, eV/Å:
C 0.2 0.3 0.4
C 0.7 -0.7 0.2
C 0.1 -2.8 -1.7
C -1.2 0.5 0.0
C 0.4 0.7 -0.2
C 1.2 0.4 -3.1
N -1.6 5.8 3.8
N 0.1 -1.9 -3.0
N 1.9 -3.1 -1.6
H -1.4 -0.8 0.5
H -0.3 0.2 -0.6
H 0.2 1.0 0.7
H 0.7 0.3 -0.6
H -1.4 -0.9 0.5
H -0.1 -0.2 -0.4
H -0.4 1.8 0.9
H 0.7 -1.6 1.8
H 0.2 0.8 2.3

Löwdin population analysis, charges in e, atoms 1 to 2: number 1, C, carries 0.01; number 2, C, carries 0.00

***

The following is a DFT calculation (ωB97M-V with the def2-TZVPD basis set) of a 2-piece molecular cluster, C6H9N3O overall at a distorted geometry.

- Frontier orbital gap (alpha / beta): 8.0 / 8.0 eV

Geometry (Å):
C -0.37621 -1.77623 -2.26481
C -0.10636 -0.51892 -1.90655
C -2.00228 -1.12208 -0.97360
C -0.09617 0.60836 1.44859
C 2.17833 0.55811 2.28150
C -1.33072 1.11271 -0.51320
N -1.52575 -2.16113 -1.59630
N -1.14864 -0.03343 -1.14580
N 1.10208 0.77959 1.18816
O 1.47830 1.20132 0.01553
H 0.07239 -2.47255 -2.79877
H 0.69725 0.19822 -2.09188
H -2.87563 -1.04308 -0.43494
H -0.47265 -0.03475 2.18720
H 2.69215 1.52378 2.39031
H 1.84982 0.17218 3.22334
H 2.69189 -0.20314 1.69244
H -2.24328 1.23813 -0.00837
H -0.58451 1.97290 -0.69286

Cartesian forces, eV/Å:
C -2.6 2.1 3.3
C 1.5 2.6 -0.7
C 2.7 -0.5 -1.9
C -4.2 0.7 -2.7
C 0.0 0.1 -2.9
C 4.5 2.2 3.3
N -1.5 -0.2 0.1
N -1.0 -2.8 -1.1
N 1.6 0.8 0.4
O 1.1 0.2 1.0
H 2.4 -2.6 -2.5
H -0.2 -0.7 -0.1
H -1.7 0.0 1.1
H -0.2 -0.3 1.5
H 0.0 -0.6 -0.2
H -0.8 -0.1 0.3
H 1.1 0.2 0.8
H -1.1 0.4 0.2
H -1.6 -1.5 0.1

Löwdin population analysis, charges in e, atoms 1 to 2: number 1, C, carries -0.10; number 2, C, carries -0.06

***

The following is a DFT calculation (ωB97M-V with the def2-TZVPD basis set) of a 3-piece molecular cluster, C6H9N3O3 overall at a distorted geometry.

- Frontier orbital gap: 8.1 eV

Geometry (Å):
C -1.94417 -0.13024 0.98700
C -1.35245 0.28508 -0.50314
C -1.74042 0.90462 -1.63380
C 0.00559 0.11527 -0.68977
C 1.02465 -0.33828 0.42706
C 0.67675 -1.61738 1.16297
H -2.56661 -1.23315 0.82964
H -2.69366 1.11596 1.72553
H -0.86373 -0.30008 1.70124
H -2.82170 1.07553 -2.14292
H 1.60389 -0.53531 -3.19685
H 1.77153 -0.54577 -0.45750
H 0.93287 1.66092 1.48613
H 2.20053 1.26980 0.38553
H 2.06551 -0.98922 2.39419
N -0.82972 1.09949 -2.47716
N 0.29531 0.53816 -2.00277
N 1.46269 0.81497 1.15279
O 1.60049 0.81688 -2.69826
O 1.38119 -1.62184 2.48391
O -0.20857 -2.38541 1.06617

Cartesian forces, eV/Å:
C 0.9 0.6 0.2
C 1.0 -1.6 5.4
C -7.2 0.8 -2.1
C 0.3 -0.8 1.1
C -0.7 0.7 -5.9
C 1.1 1.1 4.9
H 1.6 3.6 1.1
H 1.9 -3.8 -2.3
H -4.3 0.8 -1.9
H 2.4 -0.1 2.0
H 0.6 5.6 1.6
H 0.0 -0.3 2.5
H -0.4 -2.1 -0.8
H -2.4 -1.1 3.1
H 1.3 1.4 0.1
N 4.0 0.3 -3.8
N 0.3 1.2 1.3
N 4.6 2.7 -1.8
O -3.1 -6.9 0.0
O -2.1 -1.3 -3.0
O 0.2 -0.8 -1.5

Löwdin population analysis, charges in e, atoms 1 to 2: number 1, C, carries -0.05; number 2, C, carries -0.24

***

The following is a DFT calculation (ωB97M-V with the def2-TZVPD basis set) of C6H9N3O3 in the gas phase at a distorted geometry.

- Frontier orbital gap: 9.1 eV
- Structure (SMILES): Cn1c([N+](=O)[O-])cnc1CCO

Geometry (Å):
C 1.89653 0.64116 -0.60154
C -0.35323 -0.23604 0.11181
C -0.40541 -1.52029 -0.60169
C -1.63348 -2.28516 -0.31448
C -0.95049 1.45357 1.35870
C 0.28568 1.70812 0.96528
H 2.30200 1.60781 -0.80188
H 1.73182 0.28056 -1.60301
H 2.65259 0.01236 -0.25226
H 0.45487 -2.12254 -0.39805
H -0.41273 -1.32479 -1.68768
H -1.58589 -2.82338 0.65012
H -2.44507 -1.50606 -0.39649
H -0.92217 -3.17318 -1.92195
H -1.63294 2.13033 1.85327
N 0.71261 0.60374 0.20109
N -1.39098 0.26489 0.78525
N 1.01959 2.85022 1.25970
O -1.80940 -3.20403 -1.44513
O 2.24844 2.96234 1.11480
O 0.23766 3.68037 1.72412

Cartesian forces, eV/Å:
C -0.1 -0.4 -1.6
C -0.5 1.7 1.4
C 0.9 0.7 -0.7
C -1.7 0.1 -1.4
C -3.0 -1.1 -0.8
C 1.8 -2.5 -1.5
H 0.0 0.8 0.6
H -0.7 -0.4 -0.5
H 1.3 -0.8 1.1
H 0.9 -0.3 0.2
H 0.1 0.2 0.2
H -0.3 0.3 -0.5
H 0.3 -1.4 0.6
H -1.9 -0.5 0.8
H 0.2 -0.3 0.2
N 0.0 1.3 0.2
N 0.9 0.3 0.6
N 0.3 1.2 0.7
O 1.8 0.4 0.2
O -1.9 -0.1 0.1
O 1.7 1.0 0.0

Löwdin population analysis, charges in e, atoms 1 to 2: number 1, C, carries -0.01; number 2, C, carries -0.28

***

The following is a DFT calculation (ωB97M-V with the def2-TZVPD basis set) of an isolated ion of composition C6H9N3O4 and charge +2 at a distorted geometry.

- Frontier orbital gap (alpha / beta): 8.2 / 4.4 eV
- Charge: +2
- Structure (SMILES): C=CCOC(=O)/[N+](=N\C=O)C(=[NH2+])O

Geometry (Å):
C -0.56048 1.58890 3.53602
C -0.50477 1.00440 2.30867
C 0.80372 -2.69507 -0.84052
C -0.44548 -0.13481 -3.09615
C -0.16588 0.23959 -0.59876
C 0.74997 0.88062 1.61189
N 0.72525 -1.77333 -1.86697
N -0.34098 -0.95873 -4.07778
N 0.03942 -0.64711 -1.79185
O 1.23648 -2.60181 0.27406
O -1.19341 0.84570 -0.65542
O -1.07711 0.98542 -3.09673
O 0.72652 0.13651 0.31229
H -1.51752 1.91301 3.97254
H 0.28793 1.83988 4.15824
H -1.32014 0.67426 1.72219
H 0.47201 -3.69705 -1.17798
H 1.38313 0.32626 2.26768
H 1.39523 1.84449 1.56840
H -0.19669 -1.97921 -3.88829
H -0.88100 -0.77197 -4.99610
H -1.15323 1.59193 -3.84193

Cartesian forces, eV/Å:
C -1.2 1.2 2.1
C 1.0 0.0 -1.9
C 0.3 -1.8 1.8
C -0.1 -0.9 2.2
C -2.8 -0.3 -2.2
C 0.6 0.8 -2.0
N -0.5 0.7 -1.6
N -1.6 -1.2 -2.7
N 0.4 1.5 -0.6
O -0.1 0.8 -0.3
O 0.4 0.6 1.5
O 0.7 0.0 0.9
O 2.0 0.5 2.3
H 0.3 -0.3 -0.3
H 0.4 -0.2 -0.2
H -1.4 -0.4 0.1
H 0.0 0.3 -0.4
H 0.9 -1.2 0.5
H -1.2 -1.1 -0.5
H 0.5 1.4 -0.1
H 1.4 -0.2 2.0
H 0.1 -0.3 -0.8

Löwdin population analysis, charges in e, atoms 1 to 2: number 1, C, carries 0.30; number 2, C, carries 0.08

***

The following is a DFT calculation (ωB97M-V with the def2-TZVPD basis set) of a 2-piece molecular cluster, C6H9N3OS overall at a distorted geometry.

- Frontier orbital gap: 8.4 eV
- Structure (SMILES): C/N=c1/[nH]ccs1.CN=C=O

Geometry (Å):
C -2.36585 -2.12388 1.51602
C -1.41016 -2.91392 2.04531
C -0.56267 -1.25390 0.41540
C -0.93352 1.87523 -0.55575
C 0.05390 2.93253 1.50578
C 1.45368 -0.57447 -0.60514
N -1.81229 -1.09474 0.80082
N -0.61752 2.59325 0.33301
N 0.15440 -0.36101 -0.13823
O -1.58034 1.54730 -1.47339
S 0.11528 -2.77622 1.26256
H -3.35819 -1.88197 1.83738
H -1.61041 -3.79517 2.53805
H -0.53030 3.01617 2.43802
H 0.91745 2.37729 1.89307
H 0.44292 3.87254 1.38571
H 2.09595 -1.26280 0.10205
H 1.34529 -1.15309 -1.50231
H 2.05766 0.41522 -0.77894
H -2.31129 -0.40035 0.25535

Cartesian forces, eV/Å:
C 0.7 1.1 1.7
C -1.2 0.1 -1.6
C 4.6 0.0 0.5
C -1.3 1.1 0.1
C 0.3 -1.1 2.1
C 2.7 -0.2 1.1
N -1.7 0.7 -1.4
N 0.6 -0.3 0.8
N -1.8 0.3 0.4
O 0.0 -1.2 -1.1
S -0.1 1.3 -0.8
H -0.5 -0.8 0.2
H -0.4 -1.6 1.3
H -0.7 -0.2 -0.7
H -0.1 -0.8 -1.0
H 0.9 2.6 -0.4
H -0.9 1.2 -0.9
H 0.6 0.0 -0.9
H -1.3 -1.9 0.2
H -0.3 -0.2 0.3

Löwdin population analysis, charges in e, atoms 1 to 2: number 1, C, carries -0.18; number 2, C, carries -0.44

***

The following is a DFT calculation (ωB97M-V with the def2-TZVPD basis set) of C6H9N3S as an isolated structure at a distorted geometry.

- Frontier orbital gap: 8.5 eV

Geometry (Å):
C 3.35115 0.40860 0.22100
C 3.17240 -0.80564 -0.40616
C 2.15601 1.12880 0.60489
C 0.90259 -0.56182 -0.10956
C -2.87263 -1.21805 0.42379
C -2.10206 1.20554 -0.50963
N 1.98414 -1.24561 -0.54219
N 0.96166 0.68561 0.42835
N -0.34499 -1.01504 -0.27637
S -1.36829 -0.18616 0.63920
H 4.44708 0.81819 0.49444
H 3.95358 -1.44940 -0.80703
H 2.22035 2.10328 1.06588
H -3.11453 -1.12190 -0.65207
H -3.84011 -0.91065 0.93411
H -2.65355 -2.17396 1.00013
H -1.63365 1.14652 -1.47733
H -2.11066 2.22436 -0.19715
H -3.10851 0.96733 -0.83431

Cartesian forces, eV/Å:
C 2.0 2.5 1.5
C 1.3 1.3 0.6
C 3.5 -0.1 0.0
C 1.0 0.9 -0.4
C -0.7 -0.4 1.2
C -0.1 -1.2 -0.3
N -4.1 -2.0 -0.7
N -0.4 -0.7 -0.4
N -1.0 -1.5 -0.1
S -2.2 1.5 -1.1
H -2.9 -0.8 -0.8
H 0.2 0.3 0.2
H 0.3 0.2 0.1
H 0.4 -1.3 0.5
H 1.5 0.7 -0.2
H -0.1 0.7 -1.8
H 1.1 -0.2 -0.1
H 0.4 0.5 0.8
H -0.5 -0.3 0.8

Löwdin population analysis, charges in e, atoms 1 to 2: number 1, C, carries -0.07; number 2, C, carries -0.21

***

The following is a DFT calculation (ωB97M-V with the def2-TZVPD basis set) of an isolated ion of composition C6H9N4 and charge +1 at a distorted geometry.

- Frontier orbital gap: 7.7 eV
- Charge: +1

Geometry (Å):
C 1.65604 -1.49910 0.37847
C -1.79975 -1.26979 0.19152
C 1.62451 -0.17374 0.00266
C 0.45119 -2.07012 0.20389
C 2.91758 0.63326 -0.12191
C -3.00743 0.83830 -0.07778
N -0.73744 -2.01709 0.01878
N 0.53241 0.71582 -0.13118
N -1.76106 0.05517 0.03733
N -0.73724 0.94953 -0.10492
H 2.70977 -1.75568 0.50619
H -2.75192 -1.61961 0.30250
H 3.37431 1.20950 0.85983
H 3.65000 -0.06543 -0.36006
H 2.78642 1.44091 -0.73546
H -3.93119 0.18313 -0.34731
H -3.12801 1.38911 0.80738
H -2.84368 1.48103 -0.98554
H 0.99551 1.57480 -0.44439

Cartesian forces, eV/Å:
C 0.6 -0.1 -0.9
C 0.8 1.6 -0.6
C -1.5 3.6 0.7
C -1.7 0.5 0.0
C -0.1 -0.2 4.7
C -1.3 -1.2 -2.8
N 2.7 -0.5 0.9
N 3.7 -1.4 -0.5
N 2.4 0.9 -0.2
N -2.9 -0.9 0.0
H -0.9 -1.3 0.3
H -2.1 -1.4 0.2
H -1.6 -1.8 -1.8
H 1.6 -0.6 -1.1
H 0.1 1.6 -2.3
H 1.8 0.9 0.9
H -0.4 0.8 1.0
H -0.3 -0.4 1.2
H -0.9 0.0 0.3

Löwdin population analysis, charges in e, atoms 1 to 2: number 1, C, carries 0.01; number 2, C, carries -0.07

***

The following is a DFT calculation (ωB97M-V with the def2-TZVPD basis set) of an isolated ion of composition C6H9N4 and charge +1 at a distorted geometry.

- Frontier orbital gap (alpha / beta): 6.9 / 6.9 eV
- Charge: +1

Geometry (Å):
C -0.26432 -1.75900 0.38744
C -1.09843 -0.73944 0.72560
C 1.76167 -0.87081 -0.33196
C -0.48291 1.44460 -0.58612
C 0.84170 -1.92911 -0.62702
C 1.71875 1.37284 0.59007
N 2.11553 0.15069 0.13004
N 0.72910 1.83545 -0.33203
N -1.24256 0.57035 0.02663
N -2.65772 0.76159 -0.05022
H -0.20085 -2.75446 1.03289
H -1.96631 -0.85685 1.33186
H 1.24798 -2.92826 -0.76034
H 0.56243 -1.60487 -1.72434
H 1.35241 1.29775 1.56308
H 2.60477 2.01427 0.66755
H 1.01400 2.56034 -0.95168
H -2.83951 1.53264 -0.75608
H -3.19573 -0.09771 -0.33538

Cartesian forces, eV/Å:
C -0.3 -2.2 2.2
C 1.5 0.8 -2.1
C 1.3 2.9 2.3
C -2.5 0.7 -0.7
C -0.7 1.4 -3.2
C 0.9 2.8 -0.4
N 0.1 -6.1 -2.1
N 1.0 0.5 0.2
N 0.3 -3.0 0.9
N -1.5 0.7 -1.4
H -1.0 2.5 -1.1
H 0.0 -0.4 0.9
H 0.1 0.1 0.5
H -0.1 -0.6 1.7
H -0.8 -0.5 1.8
H -0.4 0.3 -0.3
H 0.4 0.5 -0.2
H 0.5 -1.2 1.2
H 1.2 1.0 0.0

Löwdin population analysis, charges in e, atoms 1 to 2: number 1, C, carries -0.06; number 2, C, carries -0.01

***

The following is a DFT calculation (ωB97M-V with the def2-TZVPD basis set) of a 2-piece molecular cluster, C6H9NO overall at a distorted geometry.

- Frontier orbital gap (alpha / beta): 8.1 / 8.1 eV
- Structure (SMILES): CC=C=O.CCC#N

Geometry (Å):
C 1.83912 0.48583 0.43071
C -1.69196 -0.13891 -0.49608
C 2.60680 -0.41869 -0.51824
C -2.95672 -0.19023 0.35321
C 1.59171 1.79593 0.08479
C -0.40148 -0.54197 0.37738
O 1.89728 2.91423 0.20822
N -0.05569 -1.48158 0.98059
H 2.15755 0.37668 1.46670
H -1.75059 -0.94753 -1.23066
H -1.66542 0.75770 -1.11758
H 3.17698 0.13296 -1.26249
H 1.86314 -1.05342 -0.99867
H 3.29474 -1.05624 0.03561
H -2.97457 0.60650 1.09616
H -3.06873 -1.16107 0.83484
H -3.86215 -0.08018 -0.24451

Cartesian forces, eV/Å:
C 1.3 2.9 -1.7
C 1.2 -0.6 0.3
C -1.2 -0.2 -0.2
C -0.1 0.0 0.3
C 3.3 -2.8 3.1
C -3.2 -2.1 -0.5
O -1.7 0.9 -1.3
N -0.1 1.4 -0.5
H -1.1 0.3 0.1
H 0.2 0.0 0.2
H 0.6 0.3 0.6
H 0.0 0.0 -0.1
H 0.4 -0.4 -0.4
H -0.2 0.1 0.1
H 0.0 -0.1 0.1
H 0.3 0.1 0.2
H 0.2 0.2 -0.3

Löwdin population analysis, charges in e, atoms 1 to 2: number 1, C, carries -0.23; number 2, C, carries -0.20